No. 1
C19H25N2 | the ωB97M-V functional and the def2-TZVPD basis

multiplicity	1
net charge	+1
highest occupied orbital energy	-11.819	eV
SMILES	Cc1ccc([C@@H](c2ccccc2)[N@H+]2CCC[C@H]2CN)cc1
frontier orbital gap	8.97	eV

Structure (XYZ):
```
46
Properties=species:S:1:pos:R:3:lowdin_charge:R:1
C 3.907 3.031 2.822 -0.04
C 2.814 2.081 2.285 -0.24
C 3.057 0.742 1.959 -0.03
C 2.056 -0.112 1.514 -0.05
C 0.784 0.393 1.206 -0.21
C -0.166 -0.604 0.539 -0.02
C -1.684 -0.520 0.909 -0.18
C -2.382 -1.633 1.505 -0.05
C -3.774 -1.612 1.736 -0.07
C -4.467 -0.424 1.453 -0.07
C -3.779 0.702 0.970 -0.07
C -2.407 0.660 0.663 -0.07
N 0.135 -0.305 -1.163 0.05
C 1.331 0.486 -1.577 -0.12
C 1.617 0.224 -3.056 -0.14
C 0.764 -0.981 -3.484 -0.13
C -0.308 -1.100 -2.396 -0.25
C -0.835 -2.505 -2.290 -0.24
N -1.810 -2.601 -1.222 0.01
C 0.493 1.735 1.558 -0.01
C 1.545 2.569 1.977 -0.03
H 3.513 4.070 2.920 0.08
H 4.190 2.784 3.866 0.09
H 4.845 3.020 2.213 0.09
H 4.077 0.396 2.077 0.12
H 2.304 -1.174 1.397 0.13
H 0.183 -1.640 0.543 0.13
H -1.832 -2.525 1.857 0.12
H -4.291 -2.490 2.181 0.12
H -5.539 -0.402 1.637 0.11
H -4.301 1.657 0.860 0.11
H -1.912 1.584 0.313 0.10
H -0.571 0.453 -1.129 0.14
H 2.206 0.313 -0.972 0.12
H 1.068 1.526 -1.443 0.13
H 2.686 0.057 -3.259 0.12
H 1.377 1.105 -3.685 0.12
H 1.343 -1.912 -3.674 0.13
H 0.252 -0.797 -4.454 0.13
H -1.185 -0.544 -2.755 0.16
H -0.051 -3.279 -2.214 0.13
H -1.368 -2.688 -3.247 0.13
H -2.615 -2.016 -1.472 0.10
H -2.143 -3.558 -1.100 0.10
H -0.512 2.182 1.540 0.10
H 1.388 3.650 2.091 0.12
```


No. 2
C3H3NO2 | the ωB97M-V functional and the def2-TZVPD basis

multiplicity	1
highest occupied orbital energy	-11.269	eV
SMILES	N#C[C@@H](O)C=O
frontier orbital gap	11.35	eV

Structure (XYZ):
```
9
Properties=species:S:1:pos:R:3:lowdin_charge:R:1
N 0.242 2.464 0.366 0.18
C -0.221 1.430 0.124 -0.15
C -0.595 0.004 -0.045 -0.35
O -0.813 -0.383 -1.355 0.01
C 0.639 -0.690 0.545 -0.18
O 1.391 -1.291 -0.178 0.09
H -1.481 -0.205 0.569 0.16
H 0.016 -0.805 -1.647 0.10
H 0.823 -0.523 1.621 0.14
```


No. 3
H10NO3 | the ωB97M-V functional and the def2-TZVPD basis

multiplicity	1
net charge	+1
highest occupied orbital energy	-14.859	eV
frontier orbital gap	11.44	eV

Structure (XYZ):
```
14
Properties=species:S:1:pos:R:3:lowdin_charge:R:1
N 1.281 -0.434 -0.272 0.28
H 1.733 -1.227 -0.736 0.16
H 1.514 0.450 -0.712 0.14
H 0.229 -0.560 -0.280 0.07
H 1.647 -0.325 0.695 0.09
H -3.674 1.846 -2.707 0.05
H -2.677 1.822 -1.517 0.03
O -3.345 1.316 -1.979 -0.05
H 2.457 0.395 3.079 0.07
H 3.368 -0.679 2.573 0.07
O 2.537 -0.237 2.353 -0.05
H -1.880 -0.416 -0.834 0.06
H -1.863 -1.020 0.566 0.09
O -1.328 -0.931 -0.230 -0.02
```


No. 4
C24H24MgNO6S2 | the ωB97M-V functional and the def2-TZVPD basis

multiplicity	1
net charge	-1
highest occupied orbital energy	-4.320	eV
frontier orbital gap	6.83	eV

Structure (XYZ):
```
58
Properties=species:S:1:pos:R:3:lowdin_charge:R:1
Mg 0.007 0.277 1.918 0.36
O -0.413 1.248 3.868 -0.09
C 0.501 0.754 4.841 -0.19
C 0.949 -0.675 4.527 -0.14
N 1.408 -0.819 3.145 -0.22
C 2.729 -0.246 2.917 -0.07
C 2.590 1.275 2.648 -0.62
O 3.483 2.034 3.000 0.03
O 1.499 1.583 2.038 -0.12
C 1.204 -2.188 2.673 -0.09
C -0.305 -2.390 2.359 -0.66
O -0.710 -3.532 2.147 0.01
O -0.989 -1.314 2.334 -0.09
H 0.135 1.724 3.210 0.04
H -0.014 0.754 5.804 0.12
H 1.370 1.414 4.919 0.13
H 0.088 -1.330 4.658 0.13
H 1.730 -0.969 5.245 0.13
H 3.139 -0.666 1.997 0.13
H 3.437 -0.429 3.733 0.13
H 1.548 -2.951 3.380 0.13
H 1.721 -2.327 1.724 0.12
O 0.575 -0.578 0.224 -0.52
S 0.113 -0.003 -1.083 1.05
C -1.542 -0.595 -1.473 -0.40
C -2.109 -0.081 -2.630 -0.09
C -3.398 -0.454 -2.977 -0.09
C -4.095 -1.349 -2.177 -0.09
C -3.506 -1.870 -1.032 -0.06
C -2.224 -1.491 -0.669 -0.06
C 0.848 -1.211 -2.232 -0.34
C 1.488 -0.778 -3.380 -0.08
C 2.107 -1.701 -4.213 -0.09
C 2.080 -3.049 -3.893 -0.09
C 1.428 -3.478 -2.742 -0.07
C 0.814 -2.560 -1.906 -0.06
H -1.549 0.621 -3.240 0.11
H -3.858 -0.044 -3.867 0.10
H -5.104 -1.636 -2.448 0.10
H -4.046 -2.568 -0.406 0.11
H -1.781 -1.852 0.251 0.09
H 1.507 0.281 -3.613 0.11
H 2.615 -1.362 -5.107 0.10
H 2.574 -3.770 -4.533 0.10
H 1.395 -4.531 -2.493 0.10
H 0.321 -2.882 -0.996 0.12
S -1.697 1.685 0.712 0.66
C -1.163 2.905 -0.424 -0.68
C -2.104 3.419 -1.329 -0.15
C -1.734 4.335 -2.300 -0.12
C -0.420 4.776 -2.389 -0.13
C 0.515 4.297 -1.479 -0.11
C 0.155 3.373 -0.511 -0.13
H -3.126 3.068 -1.256 0.09
H -2.476 4.707 -2.998 0.09
H -0.135 5.493 -3.149 0.08
H 1.541 4.645 -1.527 0.09
H 0.887 3.008 0.199 0.09
```


No. 5
CHCl3NO | the ωB97M-V functional and the def2-TZVPD basis

multiplicity	1
net charge	-1
highest occupied orbital energy (alpha / beta)	-3.140 / -3.141	eV
frontier orbital gap (alpha / beta)	6.80 / 6.80	eV

Structure (XYZ):
```
7
Properties=species:S:1:pos:R:3:lowdin_charge:R:1
C 2.097 0.055 0.026 -1.53
N 0.209 1.271 -0.955 -0.09
O -0.874 0.921 -0.461 -0.21
Cl 2.592 0.729 1.757 0.19
Cl 2.257 -1.747 0.029 0.28
Cl 3.268 0.761 -1.108 0.30
H 0.142 0.901 -1.972 0.05
```


No. 6
C22H22MoN5OS8 | the ωB97M-V functional and the def2-TZVPD basis

multiplicity	3
net charge	-1
highest occupied orbital energy (alpha / beta)	-4.823 / -4.785	eV
frontier orbital gap (alpha / beta)	6.81 / 5.13	eV
<S²>	2.03

Structure (XYZ):
```
59
Properties=species:S:1:pos:R:3:lowdin_charge:R:1
Mo -0.759 -0.050 -0.230 1.13
C 1.721 -3.640 -0.600 -0.03
C 1.695 -2.158 -0.869 -0.28
N 0.561 -1.551 -0.799 -0.14
N -0.538 -2.233 -0.283 -0.21
C -1.733 -1.960 -0.911 -1.27
S -1.902 -0.929 -2.270 0.58
S -3.109 -2.898 -0.276 0.86
C -2.327 -4.538 -0.203 -0.42
C -2.333 -5.287 -1.505 -0.28
C -3.108 -6.433 -1.646 -0.05
C -3.140 -7.131 -2.846 -0.09
C -2.394 -6.686 -3.927 -0.10
C -1.617 -5.542 -3.796 -0.08
C -1.585 -4.850 -2.597 -0.05
C 2.963 -1.478 -1.141 -0.14
C 4.059 -1.854 -0.341 -0.08
C 5.319 -1.338 -0.526 -0.13
C 5.518 -0.445 -1.593 -0.12
C 4.482 -0.081 -2.410 -0.04
C 3.141 -0.557 -2.224 -0.42
O 2.210 -0.182 -3.001 -0.10
H 0.968 -4.141 -1.207 0.07
H 1.463 -3.826 0.445 0.04
H 2.696 -4.057 -0.828 0.08
H -2.901 -5.082 0.547 0.07
H -1.322 -4.384 0.188 0.07
H -3.694 -6.783 -0.805 0.11
H -3.749 -8.021 -2.935 0.10
H -2.424 -7.221 -4.867 0.10
H -1.035 -5.180 -4.634 0.10
H -0.988 -3.949 -2.522 0.09
H 3.889 -2.542 0.479 0.10
H 6.131 -1.615 0.131 0.09
H 6.509 -0.046 -1.779 0.09
H 4.634 0.597 -3.241 0.10
N 0.641 1.144 1.072 -0.09
C 1.743 1.663 0.228 -0.21
C 1.135 2.243 -1.036 -0.22
N 0.310 1.202 -1.674 -0.11
H 0.152 1.900 1.548 0.10
H 0.992 0.492 1.784 0.02
H 2.390 0.820 -0.021 0.10
H 2.340 2.411 0.755 0.12
H 1.921 2.582 -1.714 0.12
H 0.497 3.094 -0.783 0.11
H 0.948 0.583 -2.235 0.04
H -0.338 1.619 -2.336 0.09
S -1.667 -1.854 7.363 0.51
C -1.293 -1.639 5.780 -1.54
S 0.192 -2.131 5.060 0.87
C -0.091 -1.604 3.405 -1.15
C -1.352 -1.002 3.207 -1.09
S -2.131 -0.447 1.825 0.63
S -2.356 -0.897 4.641 0.88
S 1.121 -1.915 2.301 0.67
S -3.290 4.051 -0.304 0.50
C -2.462 2.667 -0.217 -0.95
N -1.831 1.680 -0.149 -0.18
```


No. 7
CF3O2P | the ωB97M-V functional and the def2-TZVPD basis

multiplicity	1
highest occupied orbital energy	-11.152	eV
SMILES	O=POC(F)(F)F
frontier orbital gap	10.65	eV

Structure (XYZ):
```
7
Properties=species:S:1:pos:R:3:lowdin_charge:R:1
O -2.813 -0.152 0.393 -0.41
P -1.696 -0.657 -0.363 0.86
O -0.513 0.433 0.009 -0.27
C 0.970 0.158 -0.033 -0.74
F 1.433 0.126 1.244 0.15
F 1.542 1.099 -0.670 0.24
F 1.078 -1.007 -0.580 0.17
```


No. 8
C22H32F17N2O2S2 | the ωB97M-V functional and the def2-TZVPD basis

multiplicity	1
net charge	+1
highest occupied orbital energy	-11.482	eV
frontier orbital gap	8.98	eV

Structure (XYZ):
```
77
Properties=species:S:1:pos:R:3:lowdin_charge:R:1
C -2.071 1.515 2.186 0.06
C -1.460 0.301 2.499 -0.09
N -1.066 -0.760 1.543 -0.07
C -0.965 -0.468 0.077 -0.07
C 0.473 -0.994 -0.498 -0.21
C 1.040 0.122 -1.495 -0.15
C 1.893 -0.450 -2.723 -0.06
C 3.405 -0.762 -2.407 -0.30
F 3.404 -1.551 -1.207 0.05
F 3.927 -1.642 -3.392 0.08
C 4.350 0.477 -2.100 -0.21
F 5.619 -0.110 -1.802 0.08
F 4.026 1.152 -0.892 0.09
C 4.652 1.465 -3.313 -0.20
F 4.943 0.763 -4.508 0.11
F 5.883 2.086 -2.979 0.10
C 3.500 2.515 -3.671 -0.20
F 2.899 2.028 -4.868 0.08
F 2.457 2.587 -2.733 0.09
C 3.987 3.987 -4.001 -0.22
F 4.993 3.851 -4.998 0.11
F 4.640 4.631 -2.928 0.12
C 2.916 4.981 -4.631 -0.20
F 3.647 6.184 -4.849 0.10
F 2.506 4.622 -5.937 0.12
C 1.697 5.409 -3.696 -0.21
F 1.960 5.362 -2.321 0.11
F 1.464 6.783 -3.972 0.10
C 0.303 4.685 -3.980 -0.35
F -0.377 5.472 -4.933 0.11
F -0.489 4.720 -2.813 0.11
F 0.381 3.411 -4.516 0.13
C 1.277 -0.897 0.921 -0.07
C 0.139 -1.604 1.835 -0.23
C 0.495 -2.003 3.335 -0.19
N 1.584 -3.018 3.343 -0.12
C 2.909 -2.413 3.671 -0.14
H -1.871 2.008 1.173 0.09
H -2.719 2.095 2.908 0.09
H -1.281 0.083 3.603 0.14
H -1.849 -1.449 1.577 0.19
H -0.908 0.650 -0.104 0.11
H -1.876 -0.755 -0.557 0.17
H 0.431 -2.076 -0.840 0.16
H 0.116 0.618 -1.970 0.13
H 1.553 0.945 -0.904 0.11
H 1.407 -1.454 -3.000 0.15
H 1.704 0.231 -3.608 0.12
H 1.572 0.159 1.253 0.14
H 2.198 -1.544 1.050 0.11
H -0.043 -2.599 1.289 0.15
H 0.798 -1.094 3.968 0.13
H -0.426 -2.476 3.824 0.12
H 1.686 -3.367 2.374 0.09
H 3.194 -1.528 2.998 0.08
H 3.712 -3.214 3.536 0.10
H 2.894 -2.114 4.766 0.09
C -3.246 -4.606 3.127 -0.27
S -1.725 -5.580 3.142 0.83
O -0.765 -4.926 2.196 -0.57
C -2.418 -7.018 2.301 -0.26
H -3.037 -3.635 3.577 0.04
H -3.589 -4.466 2.100 0.06
H -4.011 -5.118 3.712 0.06
H -2.812 -6.726 1.326 0.06
H -3.211 -7.451 2.913 0.06
H -1.624 -7.753 2.166 0.06
C -7.379 0.157 2.236 -0.26
S -5.852 0.808 1.528 0.82
O -4.714 0.056 2.147 -0.59
C -5.941 2.418 2.339 -0.27
H -7.508 -0.869 1.890 0.05
H -7.319 0.168 3.325 0.06
H -8.222 0.761 1.899 0.06
H -5.971 2.288 3.423 0.06
H -6.832 2.948 1.999 0.06
H -5.054 2.991 2.067 0.04
```